Version P
The following is a DFT calculation (ωB97M-V/def2-TZVPD) of 6 unconnected molecules or ions with the total composition CH15NO6.

```
! wB97M-V def2-TZVPD RIJCOSX def2/J DEFGRID3
* xyz 0 1
N 0.938 0.705 -1.867
C 0.929 1.703 -0.808
O -0.316 1.631 -0.094
H 1.859 0.518 -2.233
H 0.452 -0.148 -1.639
H 1.686 1.412 -0.046
H 1.013 2.721 -1.179
H -0.571 0.747 0.169
H -1.062 2.850 3.273
H -0.438 3.395 1.886
O -0.369 3.373 2.849
H 2.655 -2.762 1.051
H 3.238 -3.849 1.977
O 3.496 -3.134 1.366
H -0.980 -0.580 -3.501
H -2.446 -0.758 -3.432
O -1.635 -1.224 -3.218
H -2.158 -0.205 1.835
H -0.924 -0.998 1.908
O -1.373 -0.283 2.393
H -1.557 -1.058 -0.674
H -1.133 -2.489 -0.123
O -1.304 -1.567 0.106
*
```

Summary:
Structure (SMILES) = NCO.O.O.O.O.O
HOMO-LUMO gap = 9.58 eV
HOMO level = -9.596 eV

Version Q
The following is a DFT calculation (ωB97M-V/def2-TZVPD) of 7 unconnected molecules or ions with the total composition CH15NO6.

```
! wB97M-V def2-TZVPD RIJCOSX def2/J DEFGRID3
* xyz 0 1
C 2.167 -0.363 -1.131
N 2.297 -0.679 0.078
H 1.263 0.207 -1.345
H 2.938 -0.340 -1.905
H 3.184 -0.975 0.468
H -0.501 -3.208 1.580
H 0.401 -1.947 1.144
O -0.483 -2.313 1.234
H -2.449 0.856 1.827
H -1.970 -0.443 1.256
O -2.782 0.085 1.349
H 0.457 0.104 2.644
H 0.940 0.046 1.211
O 0.421 0.614 1.827
H -3.145 0.579 -1.173
H -1.636 0.511 -0.760
O -2.245 0.758 -1.457
H -0.839 -0.142 -2.765
H 0.615 -0.729 -2.674
O -0.314 -0.945 -2.683
H 0.558 2.056 0.799
H 0.395 3.563 0.374
O 0.729 2.706 0.101
*
```

Summary:
Structure (SMILES) = C=N.O.O.O.O.O.O
HOMO-LUMO gap = 11.09 eV
HOMO level = -10.736 eV

Version R
The following is a DFT calculation (ωB97M-V/def2-TZVPD) of 7 unconnected molecules or ions with the total composition CH15NO6.

```
! wB97M-V def2-TZVPD RIJCOSX def2/J DEFGRID3
* xyz 0 1
C 3.187 -1.063 -0.564
N 2.362 -1.041 0.494
H 3.831 -0.238 -0.432
H 3.132 -1.757 -1.402
H 1.646 -1.722 0.721
H -1.176 -1.731 -0.095
H -0.674 -2.857 -0.955
O -0.372 -2.189 -0.278
H -0.928 0.078 2.012
H -2.380 0.254 2.271
O -1.723 -0.301 1.766
H 0.822 1.176 3.350
H 1.676 0.820 2.234
O 0.882 1.409 2.382
H -3.171 1.391 -0.377
H -2.199 0.255 -0.592
O -2.981 0.640 -0.943
H -2.516 -0.199 -3.008
H -0.956 0.063 -3.102
O -1.496 -0.605 -2.959
H 1.292 3.002 0.369
H 0.616 1.866 -0.405
O 1.127 2.749 -0.487
*
```

Summary:
Structure (SMILES) = C=N.O.O.O.O.O.O
HOMO-LUMO gap = 10.05 eV
HOMO level = -9.803 eV

The structure with the most favorable energy is version P; the runner-up is 0.143 eV above it.

Version P
The following is a DFT calculation (ωB97M-V/def2-TZVPD) of BrNO3 in the gas phase.

```
! wB97M-V def2-TZVPD RIJCOSX def2/J DEFGRID3
* xyz 0 1
N 0.970 -0.472 -0.344
O 1.990 -0.752 0.155
O 0.255 0.500 0.418
O -0.872 0.898 -0.239
Br -2.344 -0.174 0.010
*
```

Summary:
Structure (SMILES) = O=NOOBr
HOMO-LUMO gap = 9.26 eV
HOMO level = -10.474 eV

Version Q
The following is a DFT calculation (ωB97M-V/def2-TZVPD) of 2 unconnected molecules or ions with the total composition BrNO3.

```
! wB97M-V def2-TZVPD RIJCOSX def2/J DEFGRID3
* xyz 0 1
N 0.396 -0.169 -0.041
O -0.084 -1.193 -0.004
O 1.369 0.448 0.066
O -1.115 0.997 -0.042
Br -2.562 -0.046 -0.007
*
```

Summary:
HOMO-LUMO gap (alpha / beta) = 8.62 / 8.63 eV
HOMO level (alpha / beta) = -9.787 / -9.787 eV

The structure with the most favorable energy is version Q; the runner-up is 0.355 eV above it.